Entry 1:
92
Properties=species:S:1:pos:R:3 method="wB97M-V/def2-TZVPD" homo_ev=-10.86 charge=+1 gap_ev=7.62 relative_energy_kcal_mol=5.8
Ga -0.02 0.68 -0.75
C 2.27 -2.49 -3.92
C 2.07 -1.30 -2.97
C 2.18 0.02 -3.74
C 3.05 -1.32 -1.81
C 4.41 -1.32 -2.08
C 5.35 -1.30 -1.06
C 4.92 -1.25 0.26
C 3.57 -1.24 0.58
C 3.19 -1.08 2.05
C 2.91 0.40 2.32
C 2.07 -1.97 2.59
C 2.65 -1.31 -0.47
N 1.24 -1.33 -0.18
C 0.64 -2.45 -0.31
C -0.87 -2.53 -0.27
N -1.55 -1.52 0.09
C -2.98 -1.61 -0.03
C -3.55 -1.32 -1.28
C -4.94 -1.39 -1.40
C -5.73 -1.75 -0.32
C -5.14 -2.02 0.90
C -3.76 -1.95 1.08
C -3.22 -2.30 2.46
C -2.30 -1.23 3.04
C -2.55 -3.68 2.52
C -2.74 -0.94 -2.51
C -2.94 -1.93 -3.66
C -3.05 0.48 -2.96
C -1.24 -3.89 -0.72
C -2.42 -4.54 -0.94
C -2.37 -5.90 -1.35
C -1.19 -6.57 -1.52
C 0.05 -5.92 -1.29
C 1.34 -6.48 -1.41
C 2.46 -5.73 -1.15
C 2.38 -4.36 -0.77
C 1.13 -3.79 -0.66
C -0.02 -4.58 -0.91
H 1.51 -2.48 -4.70
H 2.20 -3.44 -3.39
H 3.24 -2.45 -4.41
H 1.05 -1.36 -2.58
H 3.18 0.14 -4.17
H 1.99 0.88 -3.10
H 1.46 0.05 -4.56
H 4.75 -1.33 -3.11
H 6.40 -1.31 -1.29
H 5.65 -1.21 1.06
H 4.09 -1.35 2.61
H 2.10 0.75 1.68
H 3.78 1.02 2.11
H 2.62 0.56 3.37
H 1.08 -1.63 2.28
H 2.11 -1.97 3.68
H 2.18 -3.01 2.26
H -5.40 -1.18 -2.35
H -6.80 -1.81 -0.44
H -5.76 -2.30 1.74
H -4.10 -2.35 3.10
H -1.40 -1.13 2.43
H -2.00 -1.51 4.05
H -2.82 -0.27 3.10
H -1.60 -3.70 1.99
H -3.19 -4.45 2.10
H -2.34 -3.94 3.56
H -1.68 -0.97 -2.25
H -3.97 -1.91 -4.02
H -2.72 -2.96 -3.35
H -2.29 -1.68 -4.49
H -4.08 0.56 -3.32
H -2.39 0.79 -3.77
H -2.94 1.20 -2.14
H -3.38 -4.06 -0.80
H -3.31 -6.42 -1.52
H -1.20 -7.61 -1.83
H 1.45 -7.52 -1.71
H 3.44 -6.18 -1.23
H 3.28 -3.80 -0.59
N -0.38 1.23 1.79
N 0.15 2.43 2.27
C 0.72 3.32 1.41
N 1.13 4.47 1.93
N 0.78 2.89 0.16
N 1.35 3.69 -0.82
O 1.81 4.80 -0.56
O 1.31 3.21 -1.93
H -1.39 1.23 1.88
H 0.01 0.45 2.31
H 0.02 2.68 3.24
H 1.02 4.67 2.91
H 1.59 5.12 1.31



Entry 2:
110
Properties=species:S:1:pos:R:3 method="wB97M-V/def2-TZVPD" homo_ev=-4.46 charge=-1 gap_ev=6.38 relative_energy_kcal_mol=5.3
Sn -0.89 -0.81 -0.96
C 0.74 -3.40 -2.97
N 0.14 -2.11 -3.25
C 0.89 -1.28 -4.17
C 1.85 -0.39 -3.45
N 1.66 0.10 -2.26
C 2.73 0.93 -2.01
C 3.00 1.75 -0.93
C 4.10 2.58 -1.01
C 4.94 2.58 -2.13
C 4.70 1.75 -3.21
C 3.59 0.93 -3.13
N 3.01 0.06 -4.02
C 1.56 -3.39 -1.73
N 2.41 -2.47 -1.41
C 2.98 -2.88 -0.23
C 3.94 -2.26 0.56
C 4.38 -2.94 1.68
C 3.87 -4.19 2.02
C 2.89 -4.81 1.27
C 2.44 -4.13 0.15
N 1.52 -4.43 -0.83
H -0.06 -4.14 -2.86
H 1.39 -3.73 -3.81
H -0.79 -2.29 -3.62
H 1.44 -1.88 -4.91
H 0.17 -0.63 -4.70
H 2.35 1.78 -0.07
H 4.30 3.28 -0.22
H 5.78 3.26 -2.15
H 5.33 1.76 -4.09
H 3.33 -0.13 -4.95
H 4.34 -1.30 0.28
H 5.13 -2.49 2.32
H 4.26 -4.69 2.90
H 2.50 -5.78 1.54
H 0.86 -5.18 -0.84
S -4.24 2.19 -1.78
C -3.27 0.88 -1.61
S -2.19 0.37 -2.87
S -3.28 -0.06 -0.16
C 3.24 5.02 4.12
C 1.77 4.88 3.82
S 1.52 5.29 2.05
O 2.17 6.54 1.79
O 1.90 4.15 1.27
C -0.29 5.54 1.93
C -0.75 5.59 0.48
N -0.63 4.31 -0.16
C -1.27 3.17 0.19
N -0.83 2.13 -0.50
C 0.07 2.60 -1.37
C 0.24 3.96 -1.18
N 1.11 4.80 -1.88
O 1.08 6.01 -1.67
O 1.85 4.28 -2.70
C -2.37 3.09 1.17
H 3.45 4.86 5.17
H 3.57 6.01 3.83
H 3.80 4.29 3.53
H 1.17 5.58 4.40
H 1.40 3.86 3.96
H -0.49 6.48 2.43
H -0.73 4.70 2.46
H -0.13 6.31 -0.08
H -1.79 5.92 0.44
H 0.53 1.96 -2.09
H -2.83 4.05 1.33
H -2.01 2.68 2.11
H -3.11 2.40 0.76
N -8.25 -2.41 -1.42
C -6.93 -2.78 -1.59
C -6.00 -1.87 -2.09
C -4.71 -2.26 -2.35
C -4.32 -3.56 -2.09
C -5.22 -4.49 -1.60
C -6.53 -4.10 -1.35
S -2.60 -3.95 -2.34
O -2.35 -5.36 -2.12
O -2.23 -3.47 -3.65
N -1.80 -3.08 -1.23
C -1.96 -3.45 0.03
S -2.64 -5.00 0.51
C -2.53 -4.47 2.17
C -1.99 -3.24 2.23
N -1.66 -2.68 1.03
H -8.41 -1.41 -1.35
H -8.78 -2.96 -0.76
H -6.30 -0.84 -2.26
H -3.98 -1.57 -2.75
H -4.89 -5.50 -1.43
H -7.24 -4.81 -0.97
H -2.88 -5.10 2.96
H -1.81 -2.66 3.12
C 2.89 1.47 2.78
O 1.83 0.69 3.27
P 0.51 0.19 2.42
O -0.59 0.98 3.35
C -1.90 0.44 3.43
O 0.35 -1.24 3.19
C 1.03 -2.37 2.70
H 3.29 2.01 3.64
H 2.57 2.18 2.02
H 3.68 0.84 2.36
H -2.54 1.23 3.82
H -1.91 -0.40 4.12
H -2.26 0.12 2.45
H 0.77 -3.21 3.33
H 2.11 -2.22 2.72
H 0.73 -2.58 1.67



Entry 3:
122
Properties=species:S:1:pos:R:3 method="wB97M-V/def2-TZVPD" homo_ev=-4.73 charge=-1 gap_ev=6.61 relative_energy_kcal_mol=17.2
C 3.32 -1.63 -1.19
C 2.97 -1.58 -2.34
C 2.12 -1.56 -3.55
C 0.93 -2.55 -3.42
C 0.13 -2.43 -2.12
Al -1.41 -1.07 -2.19
C -0.84 0.54 -1.07
C 0.07 1.58 -1.78
C -0.31 1.87 -3.24
I -2.31 2.70 -3.28
C -2.95 -1.98 -1.12
O -3.98 -2.64 -1.91
C -4.61 -1.74 -2.79
H 3.48 -1.71 -0.15
H 2.74 -1.88 -4.39
H 1.80 -0.53 -3.74
H 1.40 -3.55 -3.45
H 0.30 -2.50 -4.31
H -0.36 -3.40 -1.96
H 0.77 -2.27 -1.24
H -1.83 -0.73 -3.70
H -1.72 1.01 -0.60
H -0.25 0.13 -0.25
H 1.10 1.24 -1.69
H -0.04 2.53 -1.24
H -0.25 1.01 -3.90
H 0.33 2.68 -3.59
H -3.40 -1.23 -0.44
H -2.54 -2.76 -0.45
H -4.20 -1.86 -3.80
H -4.56 -0.70 -2.46
H -5.67 -2.02 -2.83
C 1.16 -7.53 -1.73
C 1.45 -6.46 -2.75
O 1.85 -5.37 -1.94
C 2.40 -5.90 -0.82
O 3.09 -5.30 -0.06
O 2.09 -7.21 -0.69
F 0.33 -6.13 -3.44
H 0.14 -7.47 -1.35
H 1.33 -8.54 -2.11
H 2.25 -6.71 -3.44
C 5.61 -1.36 2.50
C 6.06 -0.26 1.58
O 6.66 0.66 2.47
C 7.14 -0.07 3.52
O 7.92 0.33 4.31
O 6.60 -1.32 3.53
F 4.99 0.30 0.97
H 4.63 -1.16 2.92
H 5.59 -2.33 2.01
H 6.79 -0.57 0.83
C 5.96 -4.61 -2.01
C 7.07 -5.63 -2.03
O 6.37 -6.85 -2.18
C 5.22 -6.55 -2.86
O 4.51 -7.35 -3.38
O 4.99 -5.22 -2.86
F 7.75 -5.66 -0.86
H 5.54 -4.48 -1.01
H 6.27 -3.64 -2.40
H 7.78 -5.51 -2.86
C -0.10 0.31 3.86
C 0.57 0.58 2.54
O 1.86 0.02 2.73
C 1.71 -0.98 3.63
O 2.54 -1.81 3.82
O 0.52 -0.91 4.27
F 0.69 1.90 2.30
H 0.10 1.09 4.60
H -1.18 0.19 3.76
H 0.09 0.10 1.69
C -4.49 -3.86 0.42
C -3.44 -4.87 0.05
O -2.24 -4.22 0.42
C -2.56 -3.38 1.45
O -1.76 -2.87 2.16
O -3.90 -3.21 1.55
F -3.42 -5.11 -1.28
H -4.67 -3.13 -0.37
H -5.44 -4.32 0.69
H -3.51 -5.82 0.59
C -2.89 3.98 5.38
C -2.55 3.59 3.96
O -3.01 2.25 3.89
C -4.04 2.15 4.77
O -4.83 1.27 4.79
O -4.07 3.21 5.62
F -1.22 3.61 3.75
H -2.11 3.69 6.09
H -3.09 5.05 5.49
H -3.05 4.19 3.20
C -8.05 0.88 7.73
C -7.47 1.95 6.85
O -6.86 2.82 7.79
C -6.50 2.06 8.86
O -5.74 2.39 9.70
O -7.12 0.85 8.82
F -8.44 2.63 6.19
H -9.04 1.14 8.11
H -8.11 -0.09 7.23
H -6.72 1.60 6.14
C -0.80 6.11 -4.74
C -0.97 6.98 -5.96
O 0.33 7.52 -6.13
C 1.20 6.60 -5.63
O 2.37 6.60 -5.84
O 0.56 5.69 -4.86
F -1.84 8.00 -5.73
H -0.92 6.67 -3.81
H -1.48 5.27 -4.73
H -1.27 6.44 -6.86
C 1.47 8.80 -2.42
C 2.61 7.94 -1.94
O 2.02 7.23 -0.87
C 0.69 7.12 -1.15
O -0.05 6.37 -0.62
O 0.33 7.98 -2.14
F 3.63 8.70 -1.46
H 1.39 9.74 -1.86
H 1.53 9.03 -3.48
H 2.99 7.24 -2.68



Entry 4:
97
Properties=species:S:1:pos:R:3 method="wB97M-V/def2-TZVPD" homo_ev="-7.39 / -7.48" spin_multiplicity=4 charge=0 gap_ev="5.51 / 6.66" relative_energy_kcal_mol=42.2
Co 0.22 -0.66 0.21
O 3.03 2.48 1.26
C 3.67 1.80 2.23
C 4.65 2.49 2.95
C 5.37 1.85 3.94
C 5.14 0.51 4.22
C 4.17 -0.17 3.51
C 3.42 0.46 2.52
C 2.34 -0.35 1.83
O 1.77 0.26 0.73
N 1.29 -0.64 2.82
N 0.10 -0.97 2.28
C -0.94 -0.80 3.17
C -2.13 -1.36 3.09
Br -2.02 -0.75 -0.30
C -3.28 -1.96 3.14
C -4.53 -1.50 2.51
C -4.67 -0.20 2.05
C -5.84 0.20 1.43
C -6.89 -0.70 1.28
C -6.76 -2.00 1.74
C -5.59 -2.39 2.36
H 2.46 1.83 0.78
H 4.83 3.53 2.71
H 6.12 2.39 4.49
H 5.71 0.00 4.99
H 3.98 -1.22 3.70
H 2.76 -1.32 1.54
H 1.27 -0.04 3.64
H -0.74 -0.16 4.03
H -3.33 -2.90 3.69
H -3.85 0.50 2.17
H -5.94 1.22 1.08
H -7.81 -0.38 0.80
H -7.57 -2.70 1.63
H -5.48 -3.41 2.73
C 0.50 4.76 0.13
As 0.03 2.88 -0.14
C -1.03 2.67 1.49
C -1.46 3.06 -1.41
C -1.05 2.74 -2.86
C -2.23 3.13 -3.77
C -0.84 1.23 -3.04
As 0.43 0.11 -2.05
C 2.25 0.64 -2.42
C 0.23 -1.46 -3.17
C 0.21 3.55 -3.22
As 0.51 4.08 -5.11
C 0.89 2.34 -5.97
C 2.39 4.57 -4.84
H 1.18 5.11 -0.65
H 1.01 4.85 1.09
H -0.40 5.39 0.14
H -1.78 3.46 1.57
H -0.36 2.72 2.35
H -1.53 1.70 1.49
H -1.86 4.08 -1.37
H -2.26 2.38 -1.09
H -3.14 2.64 -3.44
H -2.05 2.86 -4.81
H -2.39 4.21 -3.73
H -0.57 1.01 -4.08
H -1.79 0.72 -2.85
H 2.32 0.99 -3.45
H 2.86 -0.25 -2.27
H 2.57 1.42 -1.73
H 0.55 -1.20 -4.18
H -0.81 -1.77 -3.16
H 0.85 -2.25 -2.76
H 1.11 3.05 -2.86
H 0.16 4.51 -2.70
H -0.02 1.84 -6.27
H 1.48 1.69 -5.32
H 1.48 2.55 -6.86
H 2.46 5.40 -4.13
H 2.82 4.90 -5.79
H 2.96 3.73 -4.46
C -2.89 -4.41 0.73
C -1.45 -4.68 1.05
C -1.08 -5.78 1.86
C 0.24 -6.02 2.09
C 1.22 -5.19 1.51
C 2.62 -5.38 1.62
Br 3.31 -6.82 2.65
C 3.50 -4.56 0.98
C 3.01 -3.47 0.23
Br 4.28 -2.35 -0.63
C 1.67 -3.18 0.10
O 1.23 -2.16 -0.58
C 0.75 -4.10 0.74
N -0.56 -3.87 0.53
H -3.53 -5.23 1.05
H -3.00 -4.25 -0.34
H -3.21 -3.49 1.21
H -1.84 -6.42 2.27
H 0.56 -6.86 2.69
H 4.56 -4.72 1.05



- Look up the charge of the second one.
  -1



- What is the charge in the fourth record?
  0